Record 1
7
Properties=species:S:1:pos:R:3:lowdin_charge:R:1 method="wB97M-V/def2-TZVPD" total_energy_ev=-28162.8811 multiplicity=1 gap_ev=4.8147 charge=-1 largest_force_ha_per_bohr=0.0689
C -1.16 -0.89 -1.98 -0.5801
O -0.04 -0.28 2.08 -0.2529
O -0.95 -0.36 -0.94 -0.2497
O -0.54 1.95 1.03 -0.2689
O 1.73 1.09 1.23 -0.2395
S 0.35 0.83 1.28 0.6431
I 0.61 -2.33 -2.71 -0.0521

=====

Record 2
22
Properties=species:S:1:pos:R:3:lowdin_charge:R:1 method="wB97M-V/def2-TZVPD" total_energy_ev=-12474.3933 multiplicity=3 gap_ev="4.8059 / 8.1429" s_squared=2.031 largest_force_ha_per_bohr=0.0673
C -2.40 1.27 1.75 -0.1880
C -3.03 1.13 2.88 -0.2184
C -0.34 -0.13 0.34 -0.0575
C 1.86 0.82 -0.39 -0.0404
C 0.42 -0.42 -2.03 -0.0658
C 1.40 -1.73 -0.23 -0.0767
C 0.82 -0.35 -0.53 -0.6351
N -2.60 0.63 0.49 0.0398
N -1.50 0.29 -0.16 -0.0446
O -3.71 1.01 3.86 0.0742
H -1.49 1.83 1.87 0.0966
H 2.64 0.53 0.47 0.1190
H 2.49 0.95 -1.30 0.0778
H 1.24 1.68 -0.13 0.0706
H -0.01 0.55 -2.28 0.0721
H 1.53 -0.41 -2.44 0.1203
H -0.21 -1.39 -2.10 0.1275
H 2.29 -1.66 0.56 0.1161
H 0.63 -2.35 0.25 0.0837
H 1.91 -2.21 -1.10 0.0871
H -1.64 0.25 -1.15 0.1314
H -0.32 -0.28 1.36 0.1101

=====

Record 3
24
Properties=species:S:1:pos:R:3:lowdin_charge:R:1 method="wB97M-V/def2-TZVPD" total_energy_ev=-31342.5244 multiplicity=1 gap_ev="8.6663 / 5.4795" largest_force_ha_per_bohr=0.0857
C 0.67 -0.01 -0.31 -0.2372
C 0.39 0.46 1.13 -0.6285
C -0.48 -0.10 -1.27 -0.2882
C -0.40 -0.62 1.86 -0.0919
C 1.74 0.83 1.89 -0.0564
C -1.82 -0.71 -0.98 -0.0868
C -0.27 0.64 -2.53 -0.0809
O -0.66 2.67 2.18 -0.4611
P -0.64 2.01 0.85 0.5859
Cl 0.68 3.31 -0.20 0.2224
H 1.31 0.62 -0.77 0.0357
H 1.22 -0.97 -0.23 0.1535
H -1.34 -1.03 1.48 0.0673
H -0.62 -0.26 2.86 0.0880
H 0.25 -1.47 1.97 0.0779
H 2.16 0.10 2.56 0.0658
H 1.48 1.72 2.55 0.0910
H 2.39 1.01 1.04 0.0623
H -1.64 -1.88 -0.80 0.1303
H -2.35 -0.60 -1.97 0.0903
H -2.39 -0.46 -0.13 0.0356
H -1.09 0.60 -3.23 0.0719
H 0.41 0.05 -3.02 0.0563
H 0.21 1.71 -2.43 0.0966